Computed, not measured: 13 unconnected molecules or ions with the total composition C33H92O33S10, with the ωB97M-V functional and the def2-TZVPD basis.

Positions of all 168 atoms, in Å:
1 O 1.24 1.18 -3.34
2 S 1.75 0.61 -4.57
3 O 0.90 0.37 -5.75
4 O 3.06 1.51 -5.08
5 C 3.80 2.36 -4.20
6 C 5.27 2.40 -4.81
7 C 2.82 -0.88 -4.19
8 H 3.73 1.98 -3.18
9 H 3.31 3.32 -4.37
10 H 5.99 2.93 -4.18
11 H 5.24 2.84 -5.81
12 H 5.60 1.39 -5.04
13 H 3.23 -1.11 -5.18
14 H 2.24 -1.74 -3.85
15 H 3.64 -0.70 -3.49
16 O -6.49 3.72 -2.20
17 S -6.59 3.83 -0.72
18 O -7.25 2.77 0.08
19 O -5.11 4.17 -0.12
20 C -4.31 5.14 -0.83
21 C -3.00 5.12 -0.18
22 C -7.37 5.46 -0.36
23 H -4.70 6.15 -0.85
24 H -4.21 4.85 -1.87
25 H -3.04 5.43 0.86
26 H -2.46 5.87 -0.76
27 H -2.58 4.11 -0.16
28 H -8.44 5.29 -0.47
29 H -6.87 6.17 -1.02
30 H -7.25 5.77 0.68
31 O 3.96 2.64 -0.07
32 S 4.30 3.93 -0.68
33 O 4.96 3.97 -2.01
34 O 2.87 4.77 -0.80
35 C 1.79 4.22 -1.61
36 C 0.61 5.17 -1.49
37 C 5.16 4.97 0.58
38 H 1.61 3.28 -1.08
39 H 2.18 4.02 -2.61
40 H 0.95 6.13 -1.86
41 H 0.26 5.16 -0.46
42 H -0.10 4.72 -2.19
43 H 5.98 4.51 1.12
44 H 4.37 5.18 1.30
45 H 5.38 5.89 0.04
46 O 3.73 -6.29 -2.63
47 S 2.94 -5.27 -1.96
48 O 2.71 -3.94 -2.52
49 O 1.45 -5.89 -1.34
50 C 0.72 -4.96 -0.52
51 C -0.51 -5.66 0.14
52 C 3.84 -4.97 -0.37
53 H 0.31 -4.13 -1.10
54 H 1.33 -4.59 0.31
55 H -1.34 -5.82 -0.55
56 H -0.90 -5.16 1.02
57 H -0.20 -6.65 0.45
58 H 4.90 -4.78 -0.59
59 H 3.72 -5.82 0.30
60 H 3.41 -4.12 0.16
61 O -7.50 -2.58 2.30
62 S -7.37 -1.15 1.92
63 O -7.73 -0.09 2.89
64 O -5.80 -0.86 1.48
65 C -5.10 -1.70 0.54
66 C -3.63 -1.29 0.76
67 C -8.21 -0.86 0.29
68 H -5.44 -1.47 -0.47
69 H -5.35 -2.74 0.69
70 H -3.01 -1.81 0.04
71 H -3.33 -1.46 1.80
72 H -3.48 -0.22 0.61
73 H -8.35 0.20 0.07
74 H -9.18 -1.35 0.41
75 H -7.72 -1.45 -0.49
76 O -2.65 -7.33 -3.20
77 S -2.54 -6.70 -4.50
78 O -3.33 -7.12 -5.62
79 O -2.76 -5.02 -4.33
80 C -2.63 -4.48 -3.02
81 C -2.71 -2.95 -2.97
82 C -0.77 -6.66 -4.98
83 H -1.68 -4.83 -2.62
84 H -3.37 -4.93 -2.35
85 H -2.82 -2.68 -1.93
86 H -3.58 -2.55 -3.49
87 H -1.80 -2.46 -3.32
88 H -0.28 -6.17 -4.14
89 H -0.63 -6.04 -5.86
90 H -0.29 -7.61 -5.22
91 O -0.22 -4.84 3.76
92 S 0.85 -3.82 3.72
93 O 1.76 -3.74 2.58
94 O 0.15 -2.31 3.91
95 C -1.28 -2.25 4.09
96 C -1.66 -0.83 4.50
97 C 1.86 -3.92 5.23
98 H -1.65 -2.89 4.90
99 H -1.73 -2.57 3.15
100 H -1.28 -0.65 5.51
101 H -2.75 -0.78 4.48
102 H -1.37 -0.09 3.76
103 H 1.26 -3.57 6.06
104 H 2.71 -3.27 5.04
105 H 2.11 -4.97 5.36
106 O 1.69 0.58 8.40
107 S 2.33 -0.64 7.86
108 O 2.06 -1.97 8.40
109 O 2.03 -0.68 6.26
110 C 2.00 0.51 5.58
111 C 2.34 0.27 4.16
112 C 4.20 -0.34 7.74
113 H 2.77 1.24 5.82
114 H 1.01 0.95 5.66
115 H 1.79 -0.61 3.83
116 H 3.36 -0.05 3.99
117 H 2.12 1.13 3.53
118 H 4.66 -1.10 7.11
119 H 4.56 -0.41 8.76
120 H 4.21 0.67 7.33
121 O -2.91 3.20 -5.53
122 S -2.38 4.13 -4.54
123 O -3.13 5.36 -4.24
124 O -2.26 3.34 -3.05
125 C -1.89 1.99 -3.01
126 C -3.15 1.14 -3.01
127 C -0.58 4.39 -4.82
128 H -1.27 1.68 -2.17
129 H -1.36 1.70 -3.91
130 H -3.88 1.32 -2.22
131 H -2.85 0.10 -2.92
132 H -3.70 1.32 -3.94
133 H -0.15 5.23 -4.28
134 H -0.35 4.55 -5.87
135 H 0.04 3.53 -4.52
136 O -0.33 -2.01 0.70
137 S 0.36 -1.18 -0.29
138 O 0.15 -1.34 -1.76
139 O 0.07 0.41 0.04
140 C -0.13 0.82 1.39
141 C 0.31 2.32 1.44
142 C 2.20 -1.14 -0.06
143 H 0.43 0.20 2.09
144 H -1.19 0.69 1.61
145 H 1.40 2.33 1.36
146 H 0.05 2.60 2.46
147 H -0.24 3.00 0.79
148 H 2.67 -1.96 -0.60
149 H 2.47 -1.21 1.00
150 H 2.51 -0.15 -0.38
151 C 6.02 -2.61 2.00
152 O 4.93 -2.23 1.29
153 H 6.83 -1.91 1.80
154 H 5.80 -2.63 3.07
155 H 6.37 -3.60 1.69
156 H 5.10 -1.83 0.43
157 C 5.76 0.12 -1.42
158 O 5.37 -1.25 -1.39
159 H 5.04 0.68 -2.01
160 H 5.95 0.58 -0.45
161 H 6.65 0.19 -2.05
162 H 5.70 -1.69 -2.18
163 C -1.82 4.65 4.52
164 O -1.48 3.33 4.83
165 H -2.35 5.12 5.35
166 H -1.00 5.22 4.08
167 H -2.54 4.56 3.71
168 H -0.61 3.44 5.23

Values from the calculation:
* orbital gap: 0.3718 Eh
* 2S+1: 1
* HOMO level: -10.6 eV



Computed, not measured: C4H5NOS2 in the gas phase, with the ωB97M-V functional and the def2-TZVPD basis.

Positions of all 13 atoms, in Å:
1 C 0.40 -0.54 -0.18
2 C -0.03 0.73 -0.27
3 C -1.81 -0.20 -1.70
4 C 0.02 1.52 1.04
5 H 0.92 -2.16 0.62
6 H 1.11 -0.62 1.63
7 H -2.74 -0.24 -1.16
8 H -2.03 -0.47 -2.88
9 H -1.01 2.24 1.43
10 N 1.15 -1.19 0.65
11 O -0.97 0.92 -1.32
12 S -0.45 -1.62 -1.40
13 S 1.20 1.19 2.21

Values from the calculation:
* orbital gap: 0.2953 Eh
* 2S+1: 1
* HOMO level: -8.4 eV



Computed, not measured: C3H2NP in the gas phase, with the ωB97M-V functional and the def2-TZVPD basis.

Positions of all 7 atoms, in Å:
1 C -1.63 -1.23 0.91
2 C 0.27 0.85 -0.71
3 C 1.36 0.48 -0.13
4 N -2.62 -1.49 1.46
5 P -0.04 -0.91 -0.32
6 H 0.14 1.75 -1.32
7 H 2.51 0.55 0.11

Values from the calculation:
* orbital gap (alpha / beta): 0.2570 / 0.2678 Eh
* 2S+1: 3
* HOMO level (alpha / beta): -6.5 / -10.7 eV
* expectation value of S²: 2.017



Computed, not measured: C21H24N2OS in the gas phase, with the ωB97M-V functional and the def2-TZVPD basis.

Positions of all 49 atoms, in Å:
1 C 1.47 -0.63 -6.02
2 C 0.20 -0.81 -5.04
3 O -0.68 -1.49 -5.35
4 C 0.23 -0.15 -3.83
5 C 1.21 0.40 -3.39
6 C 1.32 1.19 -2.23
7 C 0.16 1.28 -1.51
8 C -0.93 0.37 -1.88
9 C -0.87 -0.22 -3.15
10 H -1.82 -0.59 -3.49
11 H -1.64 0.52 -1.33
12 N 0.33 1.60 -0.20
13 C -0.87 1.56 0.88
14 N -1.06 0.45 1.28
15 C -0.53 -0.93 0.84
16 C 1.02 -0.62 0.80
17 C 1.50 -0.04 1.94
18 C 3.01 0.02 1.95
19 C 3.85 -0.68 1.12
20 C 3.23 -1.14 -0.11
21 C 1.76 -1.39 -0.16
22 H 1.43 -1.66 -1.07
23 H 3.86 -1.65 -0.86
24 H 4.97 -0.42 0.95
25 H 3.63 0.15 2.91
26 H 1.07 0.31 2.84
27 H -0.99 -1.09 -0.21
28 H -0.68 -1.63 1.62
29 C -2.27 0.43 2.06
30 C -1.91 -0.15 3.52
31 C -1.03 0.57 4.51
32 C -2.59 0.18 4.72
33 H -2.74 -0.37 5.58
34 H -3.40 1.08 4.56
35 H -0.41 0.19 5.03
36 H -0.70 1.65 4.25
37 H -1.68 -1.45 3.56
38 C -3.34 -0.24 1.51
39 H -3.65 -0.07 0.57
40 H -4.10 -0.43 2.11
41 H -3.18 -1.35 1.42
42 H -2.48 1.55 2.17
43 S -1.05 3.06 1.59
44 H 0.73 2.58 -0.15
45 H 2.33 1.53 -1.84
46 H 2.23 0.56 -3.82
47 H 1.16 -1.16 -6.96
48 H 1.52 0.41 -6.18
49 H 2.38 -1.28 -5.51

Values from the calculation:
* orbital gap: 0.3032 Eh
* 2S+1: 1
* HOMO level: -7.8 eV



Energy relative to the best compared isomer or geometry (same formula, charge and spin)? In order: 96.9; 91.2; 71.8; 320.0 kcal per mole.